The following is a quantum chemistry calculation of a structure of composition C31H44BeGeNO4P2, from the Open Molecules 2025 dataset.

## Properties
E_LUMO (eV): -2.9
Strongest force on any atom (hartree/bohr): 0.004
Energy relative to the best compared isomer or geometry (same formula, charge and spin) (kJ/mol): 16.1
HOMO-LUMO gap (eV): 8.305
Charge: +1

The geometry in XYZ format:
```
84
Properties=species:S:1:pos:R:3:forces:R:3
Be -0.4346 0.1053 0.2184 -0.13 0.02 0.05
C -1.2739 -1.7453 -4.3137 0.00 -0.03 -0.04
C -1.4145 -1.0752 -2.9443 -0.02 0.02 0.00
C -1.7581 -2.1312 -1.9104 -0.02 0.00 0.00
C -0.1196 -0.3288 -2.6261 0.05 0.04 0.08
C 0.2572 0.6127 -3.7687 0.02 0.08 0.03
O 0.6881 1.8212 -3.1101 -0.03 -0.01 -0.01
C 0.3096 1.7416 -1.8395 0.00 -0.02 -0.03
N -0.1663 0.6038 -1.4520 0.00 -0.07 -0.02
C 0.4945 3.0257 -1.1126 0.03 0.00 0.00
C 0.4544 4.1817 -1.8941 -0.01 -0.02 0.00
C 0.6423 5.4274 -1.3199 -0.01 0.01 -0.01
C 0.9123 5.5309 0.0354 -0.01 0.00 0.01
C 0.9704 4.3866 0.8167 0.02 0.00 0.01
C 0.7411 3.1323 0.2645 0.03 -0.05 -0.06
P 0.8169 1.5944 1.2251 0.03 -0.02 0.01
C 2.5890 1.2163 1.2427 0.01 0.03 0.01
C 3.4790 1.9355 2.0401 0.01 0.00 0.01
C 4.8379 1.6785 1.9677 -0.01 0.01 0.01
C 5.3167 0.7090 1.0945 0.00 0.00 -0.01
C 4.4370 -0.0051 0.2953 0.01 0.00 0.00
C 3.0741 0.2465 0.3696 -0.01 -0.02 0.01
C 0.3571 1.9870 2.9311 -0.05 0.03 0.01
C -0.5951 2.9611 3.2330 0.01 -0.01 0.01
C -1.0162 3.1437 4.5425 -0.02 0.00 -0.01
C -0.5126 2.3396 5.5553 -0.01 0.01 0.01
C 0.4128 1.3487 5.2573 0.03 -0.02 -0.01
C 0.8485 1.1724 3.9524 0.03 0.01 0.02
H -2.1735 -2.3170 -4.5398 0.00 0.00 0.00
H -0.4339 -2.4459 -4.3105 -0.01 0.01 0.00
H -1.1240 -1.0392 -5.1321 -0.01 -0.04 0.02
H -2.2150 -0.3271 -2.9881 -0.01 -0.01 0.01
H -0.9673 -2.8828 -1.8678 0.00 -0.01 0.00
H -2.6877 -2.6359 -2.1799 0.02 0.01 0.00
H -1.8817 -1.7185 -0.9149 0.00 0.05 0.02
H 0.6738 -1.0574 -2.4269 -0.02 -0.02 0.01
H -0.6082 0.8724 -4.3792 0.02 0.03 0.00
H 1.0645 0.2629 -4.4039 0.03 0.01 0.00
H 0.2745 4.1021 -2.9561 0.00 0.00 0.01
H 0.5945 6.3141 -1.9376 0.00 -0.01 0.01
H 1.0844 6.5002 0.4848 0.00 -0.01 0.00
H 1.1941 4.4707 1.8720 -0.01 0.01 0.01
H 3.1100 2.6909 2.7241 0.00 -0.01 0.00
H 5.5257 2.2341 2.5918 -0.01 -0.01 -0.01
H 6.3790 0.5092 1.0411 -0.01 0.00 0.00
H 4.8097 -0.7642 -0.3799 0.00 0.01 0.01
H 2.3856 -0.3245 -0.2414 0.00 0.01 0.01
H -1.0223 3.5740 2.4501 0.03 0.00 0.03
H -1.7466 3.9103 4.7685 0.02 -0.02 -0.01
H -0.8444 2.4819 6.5755 0.01 0.00 -0.01
H 0.8030 0.7139 6.0424 -0.01 0.01 -0.01
H 1.5755 0.3997 3.7311 0.01 0.01 0.00
C -2.7815 3.2789 0.0916 -0.02 -0.04 0.01
O -2.9063 2.2701 1.1053 -0.03 0.02 -0.03
P -2.5147 0.7353 0.8020 0.08 -0.02 -0.08
O -3.1299 0.0558 2.0941 0.00 0.09 0.06
C -2.3696 -0.1871 3.2926 0.06 0.05 -0.05
O -3.5158 0.2779 -0.3441 -0.04 -0.01 0.01
C -4.9465 0.2453 -0.1379 0.02 0.01 -0.01
H -3.5019 4.0563 0.3293 -0.03 0.00 0.01
H -3.0061 2.8750 -0.8973 0.00 0.00 0.00
H -1.7767 3.7027 0.0960 -0.06 -0.01 0.00
H -2.9543 -0.8808 3.8894 0.00 -0.01 0.00
H -2.2241 0.7421 3.8406 -0.02 0.01 -0.01
H -1.4067 -0.6372 3.0468 -0.07 0.07 0.02
H -5.3927 0.0807 -1.1136 0.00 0.00 0.00
H -5.2942 1.1902 0.2785 0.01 -0.01 0.00
H -5.1984 -0.5713 0.5343 0.00 -0.01 0.00
C -2.9025 -3.0695 1.3758 -0.07 0.00 0.00
Ge -0.9394 -3.0787 1.4656 -0.05 -0.01 0.02
C -0.3036 -4.6188 0.4327 0.03 -0.02 0.01
C -0.4632 -3.4161 3.3399 -0.01 0.01 0.06
C 0.0154 -1.4371 0.9394 0.18 -0.02 -0.07
H -3.2535 -4.0609 1.6708 0.01 0.01 -0.02
H -3.2785 -2.8671 0.3715 0.01 -0.01 0.05
H -3.3405 -2.3410 2.0588 0.02 -0.10 -0.07
H -0.6034 -5.5404 0.9349 0.01 0.02 -0.01
H 0.7863 -4.6104 0.3673 -0.03 0.00 0.00
H -0.7104 -4.6454 -0.5775 0.00 0.01 0.00
H -0.8916 -4.3557 3.6927 0.01 0.02 -0.01
H -0.8262 -2.6163 3.9903 0.03 -0.06 0.00
H 0.6216 -3.4735 3.4486 -0.02 -0.01 0.00
H 0.8622 -1.8376 0.3587 -0.06 0.02 -0.03
H 0.4933 -1.1521 1.8923 0.04 -0.05 -0.03
```
Forces are in eV/Å.